The following is a quantum chemistry calculation of 4 unconnected molecules or ions with the total composition C24H48Cl2FIO9PS3, from the OMol25 dataset.

Computed properties:
* 2S+1: 1
* LUMO level: 1.7 eV
* net charge: -1
* calculated total energy: -4474.1009 Ha
* gap between HOMO and LUMO: 5.8 eV

Last columns: bonded neighbours and bond lengths (Å).
Positions of all 89 atoms, in Å:
1 C 0.612 -1.017 5.423  C2 1.349, H21 1.089, H22 1.085
2 C 1.168 -0.509 4.304  C1 1.349, C3 1.501, H23 1.089
3 C 2.447 0.273 4.227  C2 1.501, P4 1.966, H24 1.089, H25 1.089
4 P 2.263 2.171 3.747  C3 1.966, F5 1.729, C6 1.954, C9 1.933, C13 1.963, C16 1.973
5 F 0.568 1.890 3.551  P4 1.729
6 C 1.738 2.567 5.587  P4 1.954, C7 1.523, H26 1.094, H27 1.094
7 C 2.624 3.190 6.658  C6 1.523, O8 1.436, H28 1.102, H29 1.088
8 O 2.989 4.560 6.433  C7 1.436, H30 0.965
9 C 2.495 1.843 1.856  P4 1.933, C10 1.538, H31 1.095, H32 1.086
10 C 1.291 1.421 0.997  C9 1.538, C11 1.533, H33 1.100, H34 1.085
11 C 1.124 -0.097 0.860  C10 1.533, I12 2.147, H35 1.085, H36 1.087
12 I -0.929 -0.723 0.811  C11 2.147
13 C 1.981 4.058 3.289  P4 1.963, O14 1.417, H37 1.100, H38 1.095
14 O 0.885 4.218 2.404  C13 1.417, O15 1.449
15 O 0.953 5.553 1.844  O14 1.449, H39 0.969
16 C 4.155 2.609 4.093  P4 1.973, Cl17 1.835, C18 1.538, H40 1.089
17 Cl 5.182 2.942 2.610  C16 1.835
18 C 5.008 1.683 4.976  C16 1.538, C19 1.545, Cl20 1.802, H41 1.083
19 C 6.170 2.466 5.629  C18 1.545, H42 1.088, H43 1.087, H44 1.093
20 Cl 5.725 0.287 4.091  C18 1.802
21 H 0.465 -0.388 6.300  C1 1.089
22 H 0.307 -2.056 5.487  C1 1.085
23 H 0.643 -0.730 3.377  C2 1.089
24 H 3.080 -0.247 3.509  C3 1.089
25 H 2.833 0.169 5.239  C3 1.089
26 H 0.823 3.165 5.525  C6 1.094
27 H 1.392 1.620 6.012  C6 1.094
28 H 2.066 3.160 7.607  C7 1.102
29 H 3.553 2.667 6.875  C7 1.088
30 H 2.173 5.077 6.448  O8 0.965
31 H 3.269 1.086 1.689  C9 1.095
32 H 2.818 2.785 1.421  C9 1.086
33 H 1.546 1.733 -0.026  C10 1.100
34 H 0.367 1.954 1.195  C10 1.085
35 H 1.606 -0.653 1.657  C11 1.085
36 H 1.508 -0.452 -0.093  C11 1.087
37 H 1.770 4.658 4.187  C13 1.100
38 H 2.884 4.477 2.832  C13 1.095
39 H 0.868 6.106 2.635  O15 0.969
40 H 4.207 3.604 4.534  C16 1.089
41 H 4.410 1.274 5.781  C18 1.083
42 H 6.332 3.425 5.140  C19 1.088
43 H 7.091 1.888 5.625  C19 1.087
44 H 5.929 2.669 6.677  C19 1.093
45 C -5.282 -4.488 -1.326  C46 1.533, C51 1.523, H52 1.090, H53 1.093
46 C -5.037 -2.979 -1.211  C45 1.533, C47 1.533, H54 1.087, H55 1.090
47 C -3.659 -2.777 -0.572  C46 1.533, S48 1.800, H56 1.087, H57 1.089
48 S -2.685 -4.220 -1.032  C47 1.800, O49 1.441, O50 1.445, C51 1.794
49 O -2.362 -4.985 0.146  S48 1.441
50 O -1.647 -3.847 -1.966  S48 1.445
51 C -4.000 -5.063 -1.914  C45 1.523, S48 1.794, H58 1.088, H59 1.090
52 H -6.141 -4.713 -1.959  C45 1.090
53 H -5.468 -4.919 -0.338  C45 1.093
54 H -5.040 -2.540 -2.205  C46 1.087
55 H -5.809 -2.484 -0.623  C46 1.090
56 H -3.149 -1.893 -0.948  C47 1.087
57 H -3.712 -2.738 0.514  C47 1.089
58 H -3.883 -6.135 -1.771  C51 1.088
59 H -3.900 -4.807 -2.969  C51 1.090
60 C -5.018 0.710 -6.401  C61 1.535, C66 1.526, H67 1.089, H68 1.092
61 C -3.681 0.104 -6.850  C60 1.535, C62 1.531, H69 1.092, H70 1.088
62 C -3.122 -0.693 -5.669  C61 1.531, S63 1.793, H71 1.087, H72 1.087
63 S -4.540 -1.237 -4.716  C62 1.793, O64 1.442, O65 1.445, C66 1.793
64 O -4.507 -0.602 -3.421  S63 1.442
65 O -4.695 -2.670 -4.814  S63 1.445
66 C -5.783 -0.420 -5.718  C60 1.526, S63 1.793, H73 1.088, H74 1.090
67 H -5.581 1.120 -7.238  C60 1.089
68 H -4.837 1.517 -5.688  C60 1.092
69 H -3.850 -0.560 -7.701  C61 1.092
70 H -2.971 0.867 -7.164  C61 1.088
71 H -2.561 -1.570 -5.980  C62 1.087
72 H -2.508 -0.076 -5.019  C62 1.087
73 H -6.591 -0.085 -5.072  C66 1.088
74 H -6.153 -1.150 -6.437  C66 1.090
75 C 2.304 -2.182 -4.393  C76 1.534, C81 1.525, H82 1.089, H83 1.092
76 C 0.947 -2.669 -3.867  C75 1.534, C77 1.532, H84 1.092, H85 1.088
77 C 0.060 -1.435 -3.680  C76 1.532, S78 1.799, H86 1.087, H87 1.088
78 S 0.635 -0.219 -4.876  C77 1.799, O79 1.439, O80 1.448, C81 1.793
79 O 1.183 0.919 -4.187  S78 1.439
80 O -0.358 -0.028 -5.912  S78 1.448
81 C 1.988 -1.205 -5.520  C75 1.525, S78 1.793, H88 1.088, H89 1.090
82 H 2.922 -3.007 -4.746  C75 1.089
83 H 2.850 -1.669 -3.599  C75 1.092
84 H 0.495 -3.346 -4.595  C76 1.092
85 H 1.040 -3.214 -2.930  C76 1.088
86 H -0.989 -1.650 -3.867  C77 1.087
87 H 0.179 -1.012 -2.685  C77 1.088
88 H 2.808 -0.541 -5.782  C81 1.088
89 H 1.624 -1.722 -6.408  C81 1.090